No. 1
Below is C13H17N3O4RuS as an isolated structure, with properties calculated with ωB97M-V/def2-TZVPD.

* max |F|: 0.24 eV/A
* total charge: +1
* E_LUMO (spin up / spin down): -3.25 / -4.54 eV
* energy relative to the best compared isomer or geometry (same formula, charge and spin): 0.4 kJ/mol
* frontier orbital gap (spin up / spin down): 0.3357 / 0.2952 Eh
* 2S+1: 2

Geometry as XYZ:
```
39
Properties=species:S:1:pos:R:3:mulliken_spin:R:1
Ru -0.52043 -0.19980 0.15982 0.8712
O -3.04465 2.42224 -1.42134 0.0338
C -2.35837 1.80124 -0.66183 -0.0063
O -2.20033 0.47391 -0.67939 0.0579
C -1.66226 2.42013 0.53245 0.0020
C -2.00935 3.58092 1.19902 -0.0043
C -1.52717 3.75651 2.49243 0.0015
C -0.82722 2.73546 3.13051 -0.0043
C -0.52788 1.60492 2.39537 0.0062
N -0.83445 1.55256 1.10305 -0.0205
C -0.14753 0.22979 2.90723 -0.0082
O 0.45550 0.04627 3.92992 0.0287
O -0.58466 -0.72876 2.09227 0.0388
H -2.68111 4.28800 0.73318 -0.0002
H -1.77733 4.65561 3.03935 -0.0001
H -0.57013 2.78327 4.17922 -0.0003
C 0.85655 -2.76290 -0.64852 0.0021
C 1.66381 -2.15500 0.48469 0.0002
N 1.54173 -0.67141 0.50519 0.0091
C 2.46031 0.08255 -0.38075 -0.0068
C 2.05341 0.02980 -1.84276 -0.0005
S 0.26570 0.36504 -2.03308 0.0076
C -0.33243 -1.10882 -2.94001 0.0011
C -1.08412 -2.09376 -2.04718 0.0028
N -0.50085 -2.16178 -0.68703 -0.0154
H 0.80050 -3.84493 -0.52015 -0.0007
H 1.33424 -2.58914 -1.60955 -0.0006
H 2.71154 -2.45706 0.41245 0.0009
H 1.27151 -2.49828 1.44183 -0.0010
H 1.76474 -0.39205 1.45782 0.0053
H 3.48402 -0.28656 -0.27158 -0.0014
H 2.44092 1.11638 -0.03511 0.0019
H 2.27915 -0.92875 -2.30260 0.0002
H 2.59206 0.79382 -2.40056 -0.0012
H 0.52967 -1.55157 -3.43657 0.0008
H -0.99938 -0.73747 -3.71518 0.0015
H -1.08316 -3.07841 -2.52322 0.0001
H -2.11398 -1.76360 -1.92784 -0.0012
H -1.11860 -2.72835 -0.11154 -0.0007
```

=====

No. 2
Below is C12H30F2Li2NO12P2S2 as an isolated structure at a distorted geometry, with properties calculated with ωB97M-V/def2-TZVPD.

* max |F|: 4.75 eV/A
* total charge: +1
* E_LUMO: -4.39 eV
* energy relative to the best compared isomer or geometry (same formula, charge and spin): 0.0 kJ/mol
* frontier orbital gap: 0.3242 Eh

Geometry as XYZ:
```
63
Properties=species:S:1:pos:R:3:lowdin_charge:R:1
Li -0.98275 -1.99637 -0.39135 0.6532
Li -2.39126 -4.24918 0.65330 0.8418
N -0.49662 -3.62507 0.54445 -0.4839
S 0.11005 -3.39080 2.01270 0.4839
O 0.84477 -2.17226 2.16862 -0.2167
O 0.49553 -4.56712 2.71340 -0.2087
F -1.39404 -3.07335 2.60025 -0.2429
S 0.89557 -4.43074 -0.08205 0.5639
O 0.82181 -5.85176 -0.02520 -0.2183
O 2.16368 -3.77131 0.01239 -0.2129
F 0.52217 -4.12487 -1.62285 -0.2008
C -0.46409 2.03896 4.32042 -0.0575
C -0.42472 2.38938 2.82325 -0.2240
O -0.48611 1.18887 2.02465 -0.1672
P -1.83491 0.77294 1.29774 0.4246
O -1.70772 -0.49274 0.53456 -0.3130
O -2.92832 0.72409 2.44847 -0.1620
C -2.94183 -0.35078 3.39433 -0.2717
C -4.19492 -0.19853 4.24478 -0.0509
O -2.22070 2.05921 0.45305 -0.1652
C -3.34994 1.94462 -0.46253 -0.2210
C -2.82075 1.55244 -1.82927 -0.0573
H 0.18313 1.16589 4.43898 0.0860
H -0.04371 2.85314 4.90759 0.0835
H -1.43565 1.76138 4.72390 0.0640
H -1.24072 3.06396 2.57462 0.1160
H 0.54800 2.84328 2.66207 0.1190
H -2.99738 -1.33238 2.92092 0.0918
H -2.01784 -0.34128 3.97511 0.1150
H -5.03988 -0.37187 3.58103 0.0825
H -4.19650 -0.98871 4.99935 0.0862
H -4.22574 0.74397 4.78524 0.0832
H -4.11085 1.31419 -0.00360 0.1176
H -3.73722 2.95666 -0.58026 0.1253
H -1.99133 2.22858 -2.03475 0.0715
H -2.38437 0.55042 -1.82259 0.0613
H -3.55745 1.55837 -2.62998 0.0871
C 3.11822 1.52998 0.35605 -0.0563
C 3.57364 0.19870 -0.31901 -0.2521
O 3.22256 0.18448 -1.69078 -0.1646
P 1.70836 -0.16733 -2.14783 0.4634
O 0.88836 -0.97167 -1.20772 -0.2743
O 0.99605 1.23123 -2.49298 -0.1782
C 1.74688 2.39993 -2.87958 -0.2587
C 0.93278 3.59583 -2.45219 -0.0649
O 1.86458 -0.78643 -3.60957 -0.1748
C 2.10390 -2.20335 -3.76885 -0.2550
C 2.74995 -2.39506 -5.14537 -0.0525
H 3.43584 2.35356 -0.28437 0.0707
H 2.02401 1.52508 0.29773 0.0611
H 3.51604 1.63560 1.35929 0.0823
H 4.65972 0.29707 -0.28933 0.1208
H 3.28086 -0.59549 0.36515 0.1174
H 2.74410 2.43896 -2.44801 0.1026
H 1.84143 2.38912 -3.96830 0.1270
H 1.42640 4.54258 -2.66588 0.0859
H -0.05961 3.55892 -2.89980 0.0721
H 0.80334 3.55156 -1.36654 0.0762
H 2.76858 -2.55530 -2.97640 0.1175
H 1.15567 -2.73530 -3.70019 0.1062
H 3.56653 -1.70423 -5.31542 0.0827
H 3.01690 -3.45037 -5.21061 0.0829
H 1.94754 -2.24930 -5.87022 0.0791
```